Molecular formula: C18H24F9NO5
Method: DFT, the ωB97M-V functional and the def2-TZVPD basis

Output
net charge = 0
E_LUMO = 0.021 hartree
DFT total energy = -2030.056792 Ha

Atoms and positions in Å:
C 3.908 -1.296 1.138
C 3.361 -2.395 0.273
O 3.635 -3.560 0.457
N 2.579 -1.986 -0.856
C 2.559 -3.071 -1.856
C 1.276 -1.414 -0.475
O 1.403 -0.017 -0.476
C 1.204 0.753 0.713
C 1.275 2.231 0.296
C 2.756 2.585 0.123
C 0.554 3.166 1.280
C -0.940 2.876 1.418
C 0.723 4.653 0.867
O 0.876 -1.885 0.797
C -0.166 -2.767 0.611
O -0.386 -3.715 1.291
O -0.875 -2.335 -0.449
C 0.100 -1.830 -1.411
C -0.559 -0.720 -2.213
C -1.617 0.102 -1.469
C -3.070 -0.308 -1.759
F -3.576 0.629 -2.635
F -3.184 -1.506 -2.390
C -4.084 -0.261 -0.564
F -5.315 -0.080 -1.087
F -3.785 0.846 0.177
C -4.200 -1.495 0.411
F -5.515 -1.675 0.684
F -3.737 -2.620 -0.150
C -3.519 -1.317 1.803
F -3.454 -2.501 2.397
F -4.219 -0.488 2.570
F -2.269 -0.845 1.694
H 4.800 -1.691 1.620
H 4.183 -0.439 0.528
H 3.189 -1.013 1.903
H 1.880 -3.888 -1.605
H 3.560 -3.472 -1.961
H 2.260 -2.654 -2.817
H 0.260 0.522 1.195
H 2.013 0.564 1.421
H 0.807 2.289 -0.695
H 3.309 2.365 1.038
H 3.186 2.018 -0.703
H 2.914 3.638 -0.101
H 1.056 3.059 2.247
H -1.330 3.380 2.304
H -1.178 1.824 1.521
H -1.471 3.249 0.540
H -0.256 5.123 0.769
H 1.209 4.759 -0.100
H 1.267 5.228 1.613
H 0.295 -2.680 -2.047
H 0.227 -0.037 -2.534
H -0.961 -1.155 -3.127
H -1.541 1.132 -1.813
H -1.415 0.127 -0.404